{
  "formula": "C3H5NO3S",
  "method": "ωB97M-V/def2-TZVPD",
  "e_above_lowest_kj_mol": 267.54,
  "max_force_ev_per_a": 1.516,
  "e_homo_ev": -10.41,
  "gap_ev": 10.484,
  "e_tot_ev": -21657.404,
  "charge": 0,
  "symbols": ["S", "O", "O", "O", "N", "C", "C", "C", "H", "H", "H", "H", "H"],
  "positions_angstrom": [[2.607, -0.305, -0.095], [2.825, 0.024, 1.286], [-2.226, 0.471, 0.117], [2.953, 0.726, -1.037], [0.106, -0.202, -0.100], [-0.896, 0.522, 0.017], [-0.076, -1.642, -0.159], [-1.600, 1.772, 0.139], [0.416, -2.007, -1.060], [0.415, -2.083, 0.709], [-1.772, 2.378, -0.741], [-1.128, -1.930, -0.172], [-1.623, 2.277, 1.096]],
  "forces_ev_per_angstrom": [[0.686, 0.935, 0.056], [-0.131, -0.321, -0.032], [-0.832, -1.268, -0.003], [-0.167, -0.408, -0.014], [-0.280, 0.008, 0.003], [0.185, 0.716, 0.006], [-0.283, -0.083, -0.005], [0.976, 0.678, 0.001], [-0.036, -0.119, 0.030], [-0.025, -0.107, -0.034], [-0.063, 0.031, -0.029], [0.046, -0.085, 0.004], [-0.077, 0.023, 0.019]]
}

---

{
  "formula": "C8H16CrF10N3O14S6",
  "method": "ωB97M-V/def2-TZVPD",
  "e_above_lowest_kj_mol": 373.37,
  "max_force_ev_per_a": 12.572,
  "e_homo_ev": [-11.86, -11.93],
  "gap_ev": [7.449, 8.712],
  "spin_multiplicity": 4,
  "e_tot_ev": -162289.324,
  "charge": 0,
  "s_squared": 3.7756,
  "symbols": ["Cr", "S", "S", "S", "S", "S", "S", "F", "F", "F", "F", "F", "F", "F", "F", "F", "F", "O", "O", "O", "O", "O", "O", "O", "O", "O", "O", "O", "O", "O", "O", "N", "N", "N", "C", "C", "C", "C", "C", "C", "C", "C", "H", "H", "H", "H", "H", "H", "H", "H", "H", "H", "H", "H", "H", "H", "H", "H"],
  "positions_angstrom": [[0.150, 0.002, 0.063], [-2.442, -1.699, -1.080], [1.881, 1.629, 2.307], [1.214, 2.077, -2.305], [0.052, 0.787, 3.311], [-1.315, -2.852, 1.023], [0.749, 0.044, -3.269], [0.387, -1.418, -2.729], [-3.847, -0.772, 1.160], [0.896, 2.863, -0.947], [-4.921, -2.213, -0.138], [0.366, -4.876, 1.173], [-0.917, -5.007, -0.471], [0.768, -3.610, -0.552], [2.434, 1.596, 0.782], [-1.428, 0.138, 3.065], [-4.643, -0.142, -0.850], [2.004, -1.035, 0.097], [-2.307, -0.682, -2.093], [-2.599, -3.086, -1.607], [0.406, 2.857, -3.144], [-2.650, -3.460, 1.088], [-0.359, 0.302, -4.172], [-0.359, 2.050, 3.886], [2.077, -0.189, -3.865], [-1.599, 1.480, -0.088], [1.665, 3.082, 2.416], [2.969, 1.025, 3.036], [-0.686, -2.524, 2.319], [0.569, -0.249, 4.190], [2.652, 2.260, -2.386], [0.464, 0.688, 1.831], [-1.074, -1.507, 0.111], [0.647, 0.749, -1.645], [-2.233, 2.373, 0.815], [-4.105, -1.150, -0.125], [3.276, -2.255, -1.524], [-0.178, -4.134, 0.214], [-3.665, 2.655, 0.292], [-1.410, 3.667, 0.984], [3.192, -0.975, -0.726], [4.383, -0.781, 0.160], [-1.879, 1.800, -0.948], [2.258, -1.687, 0.755], [-4.129, 3.386, 0.953], [-1.333, 4.237, 0.058], [3.165, -3.133, -0.888], [5.289, -0.749, -0.444], [4.300, 0.160, 0.703], [-2.395, 1.971, 1.815], [-3.598, 3.165, -0.669], [-1.867, 4.425, 1.621], [2.499, -2.319, -2.286], [4.620, -1.596, 0.844], [4.162, -2.446, -2.130], [3.184, -0.163, -1.453], [-0.401, 3.430, 1.322], [-4.338, 1.811, 0.136]],
  "forces_ev_per_angstrom": [[-0.121, 0.217, 0.084], [-0.589, -1.205, -2.683], [5.338, 5.093, -4.203], [3.741, 7.764, 5.265], [-8.873, -4.676, 7.580], [0.902, -0.789, 5.049], [-1.154, -6.282, -3.624], [0.156, 0.417, 0.323], [-0.418, -0.210, -2.023], [0.144, 0.231, 0.807], [0.741, 1.371, 0.038], [0.521, 0.730, 0.432], [0.081, 0.723, -0.517], [-0.241, 0.180, 0.156], [-0.358, -0.555, 0.373], [0.492, 0.447, -0.517], [0.684, -1.311, 1.105], [-1.248, 0.723, -0.163], [0.432, 0.071, 1.113], [0.722, 3.533, 2.087], [-1.236, -0.834, -2.215], [2.391, 1.701, -0.824], [1.884, 0.607, 2.132], [1.680, -0.838, -1.347], [-2.442, 1.511, 2.075], [1.123, -1.488, 0.252], [-0.283, -3.641, 0.329], [-2.282, -0.119, -0.483], [-0.572, -0.659, -2.635], [0.781, 2.011, -1.553], [-1.886, -1.753, -0.336], [3.327, 2.324, 1.037], [-3.496, -1.569, -1.934], [0.826, -1.441, -5.964], [-1.771, 1.998, 1.233], [0.127, -0.747, 0.502], [-0.555, -1.036, -0.708], [-1.055, -1.736, 0.102], [0.568, 0.655, -0.222], [-0.122, -0.029, -0.637], [1.607, -0.552, -1.418], [0.850, 0.443, 0.300], [0.284, -0.347, -0.707], [-0.582, -0.239, 0.665], [-0.079, -0.161, 0.121], [0.161, -0.386, -0.487], [0.037, -0.022, 0.183], [-0.110, 0.281, -0.276], [0.155, -0.172, 0.091], [0.625, -0.800, -0.249], [0.079, 0.105, -0.281], [-0.134, -0.556, 0.588], [-0.270, 0.093, 0.292], [-0.578, -0.199, 0.243], [0.460, 0.651, 0.433], [-0.701, 0.334, 0.456], [-0.164, 0.193, 0.122], [0.398, -0.057, 0.439]]
}

---

{
  "formula": "CH5N2OS",
  "method": "ωB97M-V/def2-TZVPD",
  "e_above_lowest_kj_mol": 407.61,
  "max_force_ev_per_a": 5.390,
  "e_homo_ev": -14.47,
  "gap_ev": 9.298,
  "e_tot_ev": -16969.743,
  "charge": 1,
  "symbols": ["S", "O", "N", "N", "C", "H", "H", "H", "H", "H"],
  "positions_angstrom": [[2.132, -0.247, -0.396], [1.308, 0.092, 1.117], [-0.323, 1.200, -0.290], [-0.742, -1.600, -0.108], [0.482, 0.034, 0.079], [-0.717, 1.639, 0.563], [-1.087, 0.900, -0.919], [-1.237, -1.559, 0.784], [-0.079, -2.367, -0.054], [0.262, 1.908, -0.775]],
  "forces_ev_per_angstrom": [[-0.101, 0.202, -0.252], [-0.285, 0.583, 0.302], [-0.098, 0.670, 0.001], [1.638, 4.057, -0.024], [-1.726, -5.089, -0.416], [0.016, -0.178, -0.361], [0.204, 0.006, 0.233], [0.179, -0.089, 0.128], [0.420, 0.101, 0.167], [-0.246, -0.264, 0.223]]
}

---

{
  "formula": "C13H14HfN4O6",
  "method": "ωB97M-V/def2-TZVPD",
  "max_force_ev_per_a": 2.322,
  "e_homo_ev": -16.03,
  "gap_ev": 8.789,
  "e_tot_ev": -33251.042,
  "charge": 2,
  "symbols": ["Hf", "O", "O", "O", "O", "O", "O", "N", "N", "N", "N", "C", "C", "C", "C", "C", "C", "C", "C", "C", "C", "C", "C", "C", "H", "H", "H", "H", "H", "H", "H", "H", "H", "H", "H", "H", "H", "H"],
  "positions_angstrom": [[-0.567, -0.567, 0.660], [-1.601, 0.207, -5.930], [-2.147, 0.338, -0.072], [-2.069, -1.929, 1.373], [0.048, -2.517, 1.233], [-3.371, 0.878, -4.763], [-3.545, 1.187, -1.721], [0.491, 0.938, 1.850], [3.142, 3.501, 3.805], [-0.397, -0.467, -1.626], [-0.108, -0.475, -3.796], [0.227, 2.281, 2.002], [1.653, 0.489, 2.419], [-1.170, -2.809, 1.562], [-1.531, -4.107, 2.095], [1.763, -1.470, -2.475], [-2.554, 0.637, -1.374], [2.524, 1.295, 3.069], [2.287, 2.684, 3.218], [-1.544, 0.121, -2.266], [-1.323, 0.111, -3.615], [0.427, -0.805, -2.620], [1.058, 3.128, 2.668], [-2.138, 0.486, -4.895], [2.540, -0.733, -2.633], [-3.609, 1.014, -3.822], [-1.003, -4.892, 1.527], [4.010, 3.142, 4.187], [2.934, 4.492, 3.922], [-0.672, 2.655, 1.549], [1.880, -0.594, 2.346], [0.287, -0.661, -4.725], [3.392, 0.843, 3.535], [-2.605, -4.239, 2.107], [0.748, 4.177, 2.767], [1.846, -1.843, -1.475], [-1.184, -4.207, 3.115], [1.879, -2.290, -3.203]],
  "forces_ev_per_angstrom": [[-1.487, 0.637, -1.363], [-0.062, 0.462, 0.182], [-0.394, 0.837, -0.380], [1.118, 0.894, -0.036], [0.031, 0.850, -0.241], [-0.294, 0.455, 0.681], [-0.292, 0.190, 0.368], [-0.085, -0.166, -0.306], [0.069, 0.157, 0.180], [-0.330, 0.185, -0.400], [0.273, -0.126, -0.378], [0.435, -0.318, 0.126], [0.008, -0.531, -0.041], [-0.565, -0.719, 0.139], [0.220, -1.189, -0.099], [-0.673, 0.249, -0.633], [0.206, -0.530, 0.945], [0.637, -0.317, 0.517], [-0.467, -0.182, -0.343], [2.200, -0.726, -0.158], [-1.403, 0.644, -0.148], [0.573, -0.545, 0.230], [-0.513, 0.809, -0.085], [1.219, -1.536, 0.344], [0.281, 0.082, -0.129], [-0.130, 0.114, -0.232], [-0.316, 0.231, 0.178], [-0.213, 0.242, -0.049], [0.167, -0.500, -0.037], [-0.317, 0.008, -0.056], [-0.212, 0.677, 0.031], [-0.251, 0.173, 0.344], [0.037, 0.047, -0.144], [-0.115, -0.045, -0.175], [0.220, -0.502, -0.088], [0.185, -0.434, 0.535], [0.256, 0.109, 0.371], [-0.017, 0.313, 0.352]]
}

---

{
  "formula": "C35H30ClIMgNO8P3S2",
  "method": "ωB97M-V/def2-TZVPD",
  "e_above_lowest_kj_mol": 32.49,
  "max_force_ev_per_a": 0.902,
  "e_homo_ev": -1.06,
  "gap_ev": 4.767,
  "e_tot_ev": -130271.633,
  "charge": -2,
  "symbols": ["I", "Cl", "S", "S", "P", "P", "P", "Mg", "O", "O", "O", "O", "O", "O", "O", "O", "N", "C", "C", "C", "C", "C", "C", "C", "C", "C", "C", "C", "C", "C", "C", "C", "C", "C", "C", "C", "C", "C", "C", "C", "C", "C", "C", "C", "C", "C", "C", "C", "C", "C", "C", "C", "H", "H", "H", "H", "H", "H", "H", "H", "H", "H", "H", "H", "H", "H", "H", "H", "H", "H", "H", "H", "H", "H", "H", "H", "H", "H", "H", "H", "H", "H"],
  "positions_angstrom": [[-1.022, -4.996, 2.236], [-6.621, -4.079, 1.808], [-1.270, 1.348, -2.262], [-1.856, 0.466, 1.019], [1.336, 1.297, 0.661], [1.944, -2.299, -1.520], [-0.458, -3.172, -3.173], [-0.994, -0.877, -1.145], [1.642, -3.525, -0.513], [1.911, -4.279, -3.421], [-0.782, -3.888, -4.568], [-1.221, -1.905, -3.001], [-0.840, -4.281, -2.123], [3.401, -2.097, -1.647], [1.001, -1.173, -1.181], [-1.183, -2.703, -0.002], [-3.254, -1.342, -0.994], [3.377, -1.827, 2.415], [0.806, 3.965, 1.031], [2.952, 1.766, -0.113], [-5.003, -3.644, 1.279], [-5.581, -0.904, -1.192], [0.584, 5.178, 3.095], [1.012, -0.451, 2.832], [3.060, -0.732, 1.621], [-4.229, -0.664, -1.531], [-3.523, -2.317, -0.094], [-3.934, -4.293, 1.809], [-2.621, -3.976, 1.396], [-2.363, -3.005, 0.443], [4.041, 2.314, 0.565], [-2.020, 2.100, 0.373], [-2.533, 4.440, 0.894], [0.536, 5.141, 1.705], [1.140, 2.796, 1.721], [1.779, -2.016, -4.254], [4.194, 1.952, -2.178], [5.190, 2.678, -0.115], [-4.831, -2.621, 0.309], [-2.401, 3.115, 1.266], [-1.900, 3.818, -1.326], [-2.276, 4.800, -0.426], [0.900, 4.023, 3.792], [1.172, 2.841, 3.110], [1.884, -0.011, 1.830], [2.525, -2.225, 3.435], [3.040, 1.589, -1.489], [1.349, -2.986, -3.162], [5.267, 2.498, -1.495], [-1.764, 2.466, -0.974], [1.336, -1.535, 3.633], [-5.878, -1.872, -0.280], [-2.581, 2.825, 2.296], [1.543, -2.424, -5.239], [4.246, 1.802, -3.250], [-2.363, 5.832, -0.750], [-0.965, -3.870, -1.221], [-4.088, -5.064, 2.551], [0.048, 0.034, 2.938], [-6.900, -2.073, 0.012], [-6.359, -0.306, -1.649], [6.029, 3.101, 0.427], [3.980, 2.458, 1.639], [4.284, -2.384, 2.210], [0.848, -3.354, 0.031], [-1.690, 4.084, -2.357], [-2.819, 5.186, 1.628], [6.167, 2.782, -2.030], [2.194, 1.156, -2.013], [0.723, 3.937, -0.051], [0.929, 4.033, 4.876], [1.414, 1.950, 3.675], [-1.734, -3.835, -4.745], [2.145, -4.672, -2.571], [0.352, 6.094, 3.626], [1.268, -1.059, -4.135], [0.259, 6.026, 1.144], [0.637, -1.859, 4.396], [-3.931, 0.122, -2.219], [2.854, -1.858, -4.169], [3.719, -0.475, 0.801], [2.769, -3.084, 4.050]],
  "forces_ev_per_angstrom": [[0.148, -0.043, 0.024], [0.059, 0.013, -0.012], [-0.178, 0.011, 0.183], [0.096, 0.108, -0.174], [0.188, 0.144, -0.039], [-0.068, 0.090, -0.086], [0.027, 0.096, 0.071], [-0.433, 0.667, 0.427], [-0.100, -0.115, 0.190], [0.109, 0.064, -0.054], [-0.159, 0.026, -0.111], [0.240, -0.184, 0.009], [-0.076, -0.186, 0.142], [0.007, 0.006, 0.028], [-0.024, -0.084, -0.065], [0.023, -0.205, -0.161], [0.150, -0.349, -0.122], [-0.004, -0.019, 0.023], [0.078, -0.023, -0.010], [-0.077, -0.017, -0.015], [-0.095, 0.085, -0.078], [0.187, 0.098, -0.111], [-0.012, -0.004, -0.059], [-0.042, 0.030, -0.022], [0.027, 0.007, -0.034], [-0.187, 0.049, 0.079], [0.142, 0.149, -0.069], [0.171, -0.037, 0.019], [-0.336, -0.023, 0.047], [0.030, 0.142, -0.070], [-0.038, 0.011, 0.072], [0.074, -0.127, 0.039], [-0.107, -0.014, -0.084], [0.123, 0.060, 0.043], [-0.128, -0.075, 0.007], [0.007, -0.030, -0.083], [-0.041, -0.017, 0.021], [0.011, -0.017, -0.059], [-0.193, -0.059, 0.078], [-0.062, -0.027, 0.044], [0.020, 0.022, -0.067], [-0.059, -0.026, 0.057], [-0.011, -0.036, 0.005], [0.103, 0.018, 0.085], [0.009, -0.019, -0.059], [0.011, 0.013, -0.030], [0.025, -0.051, -0.059], [-0.054, -0.067, 0.086], [0.013, 0.016, 0.040], [0.155, -0.128, -0.105], [-0.013, 0.009, 0.007], [0.015, -0.092, 0.091], [0.007, 0.006, -0.004], [-0.002, -0.011, 0.012], [0.016, -0.006, 0.005], [0.002, 0.003, -0.001], [0.040, 0.123, -0.090], [0.006, 0.005, -0.003], [0.011, 0.027, 0.037], [-0.003, 0.003, 0.003], [-0.010, -0.008, 0.004], [0.002, 0.006, -0.010], [-0.011, 0.006, -0.013], [-0.007, 0.002, -0.001], [0.110, 0.018, -0.164], [-0.007, -0.001, 0.007], [0.017, -0.007, 0.007], [0.000, -0.002, 0.004], [0.001, 0.024, 0.003], [-0.027, -0.011, 0.013], [-0.002, -0.002, 0.003], [-0.004, -0.033, -0.012], [0.227, 0.029, 0.030], [-0.081, 0.009, 0.055], [0.011, 0.002, 0.006], [-0.003, -0.009, 0.027], [-0.007, -0.016, 0.003], [0.004, -0.010, -0.006], [-0.022, -0.008, 0.000], [-0.004, -0.011, -0.007], [-0.005, 0.014, 0.021], [-0.006, -0.004, -0.006]]
}

---

{
  "formula": "C5H21N2O5",
  "method": "ωB97M-V/def2-TZVPD",
  "e_above_lowest_kj_mol": 91.64,
  "max_force_ev_per_a": 2.454,
  "e_homo_ev": [-17.47, -17.47],
  "gap_ev": [9.751, 5.041],
  "spin_multiplicity": 2,
  "e_tot_ev": -18725.588,
  "charge": 2,
  "s_squared": 0.7662,
  "symbols": ["O", "O", "O", "O", "O", "N", "N", "C", "C", "C", "C", "C", "H", "H", "H", "H", "H", "H", "H", "H", "H", "H", "H", "H", "H", "H", "H", "H", "H", "H", "H", "H", "H"],
  "positions_angstrom": [[1.669, 1.296, 2.581], [-0.412, -3.414, 1.762], [-0.289, 1.180, 0.867], [-1.153, -1.501, -3.148], [0.903, -1.406, 3.063], [-0.787, 1.824, -1.250], [-0.128, -1.332, 0.203], [-0.833, 1.569, -2.679], [0.506, -0.340, -0.767], [1.996, -0.399, -0.534], [-1.575, 2.964, -0.763], [-0.196, 0.972, -0.328], [0.051, -2.796, 2.366], [1.026, 1.502, 1.884], [-0.460, -4.254, 2.231], [0.161, -0.569, -1.774], [2.147, -0.278, 0.545], [0.201, -2.310, 0.178], [-1.705, -1.191, -3.877], [-0.867, -2.360, -3.466], [1.845, 2.113, 3.061], [0.009, -0.989, 1.169], [2.501, 0.468, -0.963], [0.019, 0.945, -2.925], [-1.018, 3.891, -0.587], [-0.643, 2.540, -3.158], [-2.211, 3.206, -1.615], [-2.115, 2.617, 0.117], [1.478, -0.637, 2.895], [-1.787, 1.209, -3.069], [2.459, -1.328, -0.856], [-1.138, -1.331, 0.086], [0.565, -1.155, 3.934]],
  "forces_ev_per_angstrom": [[0.005, -0.047, -0.340], [0.224, 0.480, 0.031], [-0.884, 0.749, -1.271], [-0.105, 0.318, -0.118], [0.045, 0.826, 0.011], [-1.251, 1.290, -0.483], [-0.279, 0.798, -0.398], [1.753, 0.723, 0.049], [-1.073, -0.404, 0.130], [0.215, 1.114, 0.693], [-0.397, -0.676, -0.870], [1.444, -1.600, 1.173], [-0.108, -0.576, -0.027], [0.504, 0.173, 0.899], [-0.033, -0.071, -0.118], [0.229, -0.533, 0.122], [0.207, -0.144, -0.076], [-0.035, -0.043, 0.007], [-0.086, -0.036, 0.046], [0.147, -0.369, 0.032], [0.093, -0.072, 0.045], [0.320, -0.338, 0.167], [0.079, -0.246, -0.311], [-0.349, -0.341, -0.335], [0.527, -0.296, 0.324], [-0.244, 0.025, 0.020], [-0.350, 0.061, 0.322], [0.006, 0.416, 0.121], [0.173, -0.080, -0.037], [-0.153, -0.171, 0.454], [-0.161, 0.000, -0.213], [-0.230, -0.579, -0.119], [-0.231, -0.351, 0.070]]
}